Record 1
Entry from OMol25: 3 unconnected molecules or ions with the total composition C4H12O3 (ωB97M-V/def2-TZVPD).

```
! RIJCOSX wB97M-V def2-TZVPD def2/J DEFGRID3
* xyz 0 1
C 0.3630 -2.2582 -1.1779
C -0.5376 -1.7293 -0.0791
C -0.3136 -0.5366 0.4697
C -1.0676 -0.1405 1.7295
O 0.7693 0.2135 0.1078
H 1.0413 -1.4671 -1.4727
H -0.2190 -2.6862 -1.9899
H 0.9279 -3.1487 -0.8763
H -1.3140 -2.4223 0.2116
H -1.4432 -1.0560 2.1840
H -1.8807 0.5466 1.4988
H -0.3826 0.2590 2.4803
H 1.1865 0.6343 0.8689
O 1.6001 2.7718 0.3783
H 0.9817 3.2763 0.9116
H 1.5275 2.9508 -0.5588
O -0.5512 1.9684 -1.6266
H 0.0789 1.6608 -0.9503
H -0.7668 1.1634 -2.1087
*
```

The calculation puts the HOMO-LUMO gap at 0.34092 Ha. The SMILES is C/C=C(/C)O.O.O. Its HOMO energy is -8.65 eV. As for the energy above the lowest of the compared OMol25 structures with the same formula, charge and spin: 18.2 kcal/mol.

natural (NBO) atomic charge list, values in e, 6 entries:
1. C -0.65
2. C -0.27
3. C 0.30
4. C -0.67
5. O -0.72
6. H 0.23

***

Record 2
Entry from OMol25: 11 unconnected molecules or ions with the total composition C21H61N2O21S4 (ωB97M-V/def2-TZVPD).

```
! RIJCOSX wB97M-V def2-TZVPD def2/J DEFGRID3
* xyz -1 1
C -0.4064 -0.2522 -0.2789
C 0.7204 0.0425 0.7969
C 2.0729 0.0815 0.1204
O 0.4208 1.0331 1.6988
H -0.5917 0.6866 -0.8074
H -1.2695 -0.6866 0.2249
H -0.0655 -0.9874 -1.0132
H 0.6432 -0.8712 1.4137
H 2.2281 -0.8154 -0.4860
H 2.8828 0.1592 0.8429
H 2.0358 0.8686 -0.6393
C -1.2842 -0.8054 4.1174
O 0.0861 -0.4331 4.0791
H -1.9170 0.0828 4.0765
H -1.5613 -1.4893 3.3082
H -1.5138 -1.3395 5.0417
H 0.1154 -0.0450 3.1842
C -1.7991 2.9759 4.0784
O -0.4314 2.9487 3.7143
H -1.9029 2.1856 4.8331
H -2.1324 3.9120 4.5215
H -2.5376 2.6465 3.3405
H -0.2609 2.1426 3.2038
C 3.7431 1.0263 3.5388
O 2.4468 1.5676 3.7234
H 3.9568 0.1471 4.1534
H 3.9947 0.7371 2.5133
H 4.5743 1.7030 3.7535
H 1.8634 1.1362 3.0766
C -2.3668 2.7202 0.2317
O -0.9878 3.0995 0.4410
H -2.9955 3.6031 0.3339
H -2.4256 2.2071 -0.7297
H -2.6652 2.0007 0.9984
H -0.5614 2.2991 0.8059
O -5.4139 -6.6099 -0.6712
S -4.1473 -6.4835 -1.3417
O -4.0306 -6.7242 -2.7570
O -3.5372 -5.0150 -1.1142
C -3.5597 -4.4640 0.2183
C -2.1777 -3.8149 0.4656
C -2.8869 -7.4645 -0.4943
H -3.7913 -5.1833 1.0027
H -4.3459 -3.7129 0.1484
H -2.1567 -3.5192 1.5147
H -2.0503 -2.9443 -0.1756
H -1.3651 -4.5104 0.2583
H -1.9670 -6.9946 -0.8477
H -2.8355 -8.5056 -0.8020
H -2.8941 -7.3121 0.5829
O 2.9848 -3.9370 7.2117
S 2.3478 -3.1732 6.1506
O 2.6759 -1.7671 5.9545
O 2.7151 -3.9449 4.7413
C 2.2524 -3.2844 3.5126
C 1.9207 -4.4590 2.5834
C 0.5058 -3.3818 6.1229
H 3.0909 -2.6824 3.1689
H 1.3566 -2.6672 3.5774
H 1.4312 -4.1169 1.6695
H 1.2231 -5.0985 3.1227
H 2.8281 -4.9642 2.2555
H 0.2776 -4.4451 6.1545
H 0.0849 -2.8637 5.2657
H 0.1649 -2.9202 7.0489
O -5.6987 -0.3513 -3.5711
S -4.4673 0.3896 -3.5388
O -3.8915 1.0397 -4.6871
O -4.6141 1.5531 -2.3915
C -5.5453 2.5728 -2.7811
C -4.7558 3.8367 -3.0552
C -3.1729 -0.5175 -2.7011
H -6.2118 2.6861 -1.9227
H -6.2445 2.2444 -3.5518
H -5.4101 4.7063 -3.1470
H -4.2184 3.7752 -4.0014
H -4.0614 4.0322 -2.2393
H -2.3863 0.2178 -2.5420
H -2.9061 -1.2926 -3.4179
H -3.5908 -0.8955 -1.7713
O 6.3470 1.4165 -3.4763
S 6.2074 2.1091 -2.2122
O 7.2946 2.0890 -1.2602
O 5.8334 3.6897 -2.4572
C 5.2475 4.0414 -3.7191
C 4.4354 5.3082 -3.5617
C 4.6568 1.6480 -1.4274
H 4.6770 3.2399 -4.1914
H 6.0972 4.1769 -4.3919
H 3.5960 5.2371 -2.8686
H 3.9718 5.5404 -4.5233
H 4.9835 6.2036 -3.2692
H 4.6532 2.2424 -0.5146
H 4.6692 0.5849 -1.2005
H 3.8725 1.9807 -2.1033
C 0.6188 0.0543 -4.0776
N 2.0542 0.4472 -4.1550
O 2.4516 1.5929 -4.0736
O 2.8299 -0.4979 -4.0984
H -0.0171 0.6992 -4.6799
H 0.4469 0.1418 -3.0040
H 0.4433 -0.9841 -4.3445
C 0.4715 4.4431 -2.7588
N -0.2480 3.3677 -3.5452
O -1.0216 2.6940 -2.9094
O 0.0215 3.2439 -4.7372
H 1.2301 4.8582 -3.4162
H 0.8371 3.9207 -1.8785
H -0.2950 5.1902 -2.5643
*
```

The calculation puts the HOMO-LUMO gap at 0.26986 Ha. Its HOMO energy is -5.69 eV.

Mulliken atomic charge list, values in e, 6 entries:
1. C -0.89
2. C 1.69
3. C -1.03
4. O -0.55
5. H -0.31
6. H 0.19

***

Record 3
Entry from OMol25: a molecular structure, C75H156AsF9N7O5 (ωB97M-V/def2-TZVPD).

```
! RIJCOSX wB97M-V def2-TZVPD def2/J DEFGRID3
* xyz 5 1
C 3.9990 3.5147 -4.7007
C 5.4292 3.2334 -4.2534
C 5.5020 2.1840 -3.0500
C 7.0000 2.0074 -2.6037
N 7.1871 0.6384 -2.0502
C 6.3126 0.5047 -0.8209
C 6.9649 1.4146 0.2271
C 8.5047 1.2511 -0.0285
C 8.6061 0.4343 -1.3852
C 6.8724 -0.4923 -3.0037
C 7.4887 -0.2486 -4.3876
C 7.1194 -1.4772 -5.2324
H 3.5864 2.5962 -5.2047
H 4.0534 4.2537 -5.5280
H 3.3477 3.9397 -3.9402
H 5.7445 4.2112 -3.9315
H 6.0225 2.8899 -5.0952
H 5.0173 1.2831 -3.4754
H 4.9290 2.5093 -2.1546
H 7.2249 2.7923 -1.9377
H 7.6400 2.0592 -3.4719
H 6.2569 -0.5294 -0.4448
H 5.2802 0.7188 -1.0535
H 6.7442 0.9294 1.2558
H 6.6983 2.4582 0.1538
H 9.0520 0.7081 0.7809
H 9.1059 2.2055 -0.0800
H 8.6659 -0.6345 -1.1661
H 9.3571 0.6827 -2.0920
H 5.8167 -0.5703 -3.0019
H 7.2325 -1.3970 -2.5055
H 8.6314 -0.1851 -4.3661
H 7.1394 0.6952 -4.9269
H 6.0580 -1.6230 -5.2370
H 7.5241 -2.2991 -4.6390
H 7.5260 -1.5168 -6.2201
C 9.6429 -6.3899 5.0314
C 8.3574 -6.9101 5.6231
C 7.1402 -6.3720 4.8399
C 5.8246 -6.8033 5.5138
N 4.5624 -6.3216 4.8066
C 3.3006 -6.8639 5.4879
C 2.2241 -6.8587 4.4393
C 3.0160 -7.2509 3.0760
C 4.4852 -6.9232 3.4474
C 4.4532 -4.8357 4.6942
C 4.8543 -4.0429 5.9488
C 4.6035 -2.5845 5.6861
H 9.6235 -5.2722 4.8994
H 9.8159 -6.8394 4.0330
H 10.5547 -6.6079 5.6009
H 8.3182 -6.5991 6.6329
H 8.3359 -8.0158 5.5247
H 7.1339 -6.6823 3.8036
H 7.2175 -5.2641 4.8142
H 5.7245 -6.3284 6.4765
H 5.7011 -7.8679 5.6283
H 3.2895 -6.1650 6.3011
H 3.5012 -7.8264 5.7688
H 1.7236 -5.8892 4.4030
H 1.5337 -7.6166 4.6597
H 2.6855 -6.7867 2.1600
H 3.0311 -8.3359 2.8821
H 5.0188 -6.3042 2.6681
H 5.1289 -7.8426 3.4341
H 3.4830 -4.5186 4.4260
H 5.0115 -4.5828 3.7809
H 5.8999 -4.2365 6.3276
H 4.1552 -4.3050 6.7409
H 4.6717 -1.9932 6.6022
H 3.6223 -2.3832 5.3255
H 5.4209 -2.2622 5.0148
C -7.2142 -2.6952 -2.4739
C -7.5998 -4.0557 -1.9784
C -6.4352 -5.0353 -1.8957
C -6.8504 -6.3578 -1.2486
N -5.9302 -7.5022 -1.4681
C -5.9898 -8.1047 -2.9159
C -6.8918 -9.3212 -2.8462
C -7.4431 -9.3579 -1.4051
C -6.2853 -8.6883 -0.6451
C -4.5592 -7.0685 -1.0843
C -4.3521 -6.6608 0.3526
C -2.8590 -6.7656 0.6555
H -6.6742 -2.8283 -3.3591
H -6.4697 -2.1497 -1.8243
H -8.0890 -2.0612 -2.6380
H -8.2876 -4.4214 -2.7421
H -8.0434 -3.9555 -1.0096
H -5.6259 -4.5623 -1.3222
H -6.0585 -5.3143 -2.8501
H -7.8194 -6.7500 -1.6379
H -6.9633 -6.1764 -0.2201
H -4.9516 -8.2890 -3.1996
H -6.4169 -7.3306 -3.5842
H -6.2326 -10.1767 -2.9701
H -7.6950 -9.3351 -3.5642
H -7.5791 -10.3904 -1.0570
H -8.3695 -8.8552 -1.2545
H -5.3932 -9.3416 -0.7191
H -6.3553 -8.4937 0.4400
H -4.1722 -6.3125 -1.7679
H -3.9297 -8.0117 -1.1948
H -4.9545 -7.3388 0.9674
H -4.7143 -5.6134 0.4189
H -2.4466 -6.0244 1.3509
H -2.2885 -6.5703 -0.2691
H -2.5734 -7.7045 1.1325
C -2.3868 5.2566 0.8563
C -2.9203 4.2398 1.9012
C -4.3839 4.4647 2.2390
C -4.7915 3.8484 3.5726
N -6.0744 4.2659 4.1872
C -5.9488 5.6642 4.6530
C -7.1294 5.9139 5.5538
C -7.3005 4.5579 6.2483
C -6.4696 3.4940 5.4609
C -7.2175 4.1540 3.1765
C -7.6415 5.3329 2.3318
C -8.5908 4.8839 1.2496
H -1.3681 4.9182 0.6097
H -2.4490 6.2735 1.2515
H -2.9961 5.3020 -0.0471
H -2.3560 4.2675 2.8494
H -2.7845 3.1916 1.6230
H -5.0976 4.0852 1.5878
H -4.4175 5.5536 2.2495
H -4.0105 4.0561 4.3125
H -4.8584 2.7423 3.5569
H -5.9695 6.2960 3.7705
H -5.0120 5.7762 5.1552
H -8.0478 6.2003 5.0089
H -7.1391 6.6704 6.2525
H -8.3615 4.3113 6.3392
H -6.9047 4.5362 7.2751
H -7.0801 2.6158 5.1327
H -5.5666 3.1487 5.9506
H -8.1545 3.8075 3.7156
H -6.9675 3.3710 2.4601
H -6.7721 5.7803 1.7721
H -8.0309 6.2787 2.8485
H -9.5633 4.4698 1.6568
H -8.2217 4.1949 0.4951
H -9.0647 5.7474 0.6451
C 2.9014 -2.9302 -5.5068
C 1.6433 -2.4369 -6.2857
C 0.6932 -3.5376 -6.7384
C -0.7416 -3.0142 -7.1385
C -1.3544 -2.3733 -5.8819
C -0.7144 -1.1356 -5.4397
N 0.8826 -1.4113 -5.3397
O 1.5644 -0.6057 -4.9300
C -1.1279 -0.7649 -4.0706
C -0.8984 0.0116 -6.4170
C 2.1819 -1.5078 -7.4169
H 2.5005 -3.6189 -4.7466
H 3.4641 -2.1426 -5.0172
H 3.5657 -3.5285 -6.1457
H 0.7053 -4.3307 -5.9637
H 1.1702 -3.9852 -7.6040
H -1.3374 -3.8122 -7.4646
H -0.7010 -2.2555 -7.9136
H -1.3425 -3.0671 -5.0233
H -2.4148 -2.1302 -6.0959
H -0.7863 0.2333 -3.8824
H -0.6559 -1.4382 -3.3640
H -2.2184 -0.8079 -4.0054
H -0.1888 0.8491 -6.3296
H -1.9256 0.4073 -6.2885
H -0.6858 -0.3424 -7.4540
H 1.4456 -1.3308 -8.2164
H 2.9371 -2.1341 -7.8964
H 2.5047 -0.5181 -7.1405
C -2.2633 7.9560 -7.3950
C -1.8588 8.8197 -6.3173
C 1.1016 7.9712 -7.1437
C 0.4385 8.9539 -6.4348
C 0.4316 10.3970 -6.7142
C -0.9204 11.2093 -6.3988
N -2.0707 10.3690 -6.6912
O -2.9124 10.6403 -7.3956
C -0.9818 12.4285 -7.4676
C -1.0367 11.7911 -4.9748
C -2.2002 8.2972 -4.9432
H -1.8927 6.9611 -7.0157
H -2.0091 8.2734 -8.4151
H -3.3907 7.8710 -7.2928
H 1.5274 8.1801 -8.2014
H 1.0585 7.0169 -6.6107
H 8.0912 4.9522 -6.4884
H 0.1574 8.5897 -5.4517
H 0.5018 10.4638 -7.8254
H 1.3996 10.8295 -6.4717
H 0.1208 12.7421 -7.3401
H -1.8969 13.1755 -7.5596
H -0.9949 11.9918 -8.5014
H -1.8673 12.2995 -4.5598
H -0.1047 12.4649 -4.9535
H -0.8485 10.9743 -4.2175
H -1.1972 8.3078 -4.4179
H -2.2294 7.2375 -4.9576
H -2.7761 8.9366 -4.2393
C 0.1085 4.0687 8.4364
C -0.1762 3.2798 7.0946
C 0.8900 2.2468 6.9362
C 0.8493 1.1018 7.9737
C -0.4610 0.3108 7.7591
C -1.6844 1.2786 7.9948
N -1.5237 2.5145 7.1265
O -2.3315 2.7454 6.3033
C -1.7832 1.7463 9.3983
C -2.9335 0.5961 7.4834
C -0.1859 4.2794 5.9692
H 0.4927 3.5014 9.2524
H -0.7274 4.6990 8.6879
H 0.8661 4.8079 8.1313
H 1.8450 2.7347 6.9719
H 0.8787 1.7738 5.9802
H 0.9618 1.4643 8.9904
H 1.8133 0.6119 7.8260
H -0.6705 -0.5527 8.3350
H -0.3989 0.0279 6.7356
H -2.3865 1.0411 9.9678
H -2.2119 2.7218 9.5658
H -0.8002 1.8828 9.9353
H -3.8545 1.0900 7.8442
H -2.9017 -0.3961 8.0494
H -2.9443 0.5326 6.4150
H -0.3713 3.8391 4.9626
H 0.8425 4.6639 5.8555
H -0.9089 5.0567 6.0167
As -1.3587 0.6653 3.1701
F -1.5599 1.1344 1.4926
F -2.7926 1.5806 3.6119
F -1.2328 0.2436 4.8739
F 0.1213 -0.1686 2.8659
F -0.5192 2.1574 3.5081
F -2.3221 -0.7158 2.9416
C 0.8059 -2.9780 -2.3004
O 1.9513 -3.5025 -1.5855
O 0.9402 -2.8291 -3.6065
C -0.2171 -3.9329 -1.8830
F -1.3071 -3.8368 -2.5920
F 0.1630 -5.2554 -2.0275
F -0.4889 -3.7002 -0.5466
C 3.2238 -2.9443 -1.7781
C 4.3860 -3.7787 -1.3554
H 4.6260 -4.4474 -2.1704
H 5.2479 -3.1083 -1.2247
H 4.3510 -4.3197 -0.4192
H 3.2529 -1.9951 -1.1911
H 3.3450 -2.8289 -2.8790
H 0.5042 -2.0608 -1.7965
*
```

The calculation puts the HOMO-LUMO gap at 0.05323 Ha. Its HOMO energy is -13.36 eV.

Mulliken atomic charge list, values in e, 6 entries:
1. C -1.22
2. C -0.54
3. C -0.11
4. C -1.32
5. N 0.20
6. C -0.59

***

Record 4
Entry from OMol25: a molecular structure, C26H33N5O3V (ωB97M-V/def2-TZVPD).

```
! RIJCOSX wB97M-V def2-TZVPD def2/J DEFGRID3
* xyz 0 4
V -0.5059 0.3071 -0.6994
C 3.0359 0.7139 -0.4634
C 1.8401 0.9346 -1.1661
C 1.2309 2.1098 -0.6376
C 2.0532 2.5812 0.3975
C 3.1695 1.7368 0.4902
H 3.7447 -0.0795 -0.6624
H 1.5488 0.4228 -2.0809
H 0.3878 2.6388 -1.0760
H 1.8687 3.4659 0.9913
H 4.0020 1.8620 1.1728
C 0.4893 2.3714 -4.3373
O -0.1765 1.4468 -5.1938
C -0.2030 0.1297 -4.8201
C 0.1206 -0.7919 -5.7906
C 0.0410 -2.1650 -5.5537
C -0.3695 -2.5974 -4.3175
C -0.6864 -1.6873 -3.2935
C -1.2437 -2.2358 -2.0769
N -1.3618 -1.5371 -1.0074
N -2.0859 -2.0595 0.0595
C -2.3653 -1.0757 0.8801
O -2.0068 0.1540 0.7444
C -3.1563 -1.4191 2.0996
C -3.5184 -0.4107 2.9908
C -4.2019 -0.7183 4.1568
C -4.5296 -2.0354 4.4467
C -4.1776 -3.0442 3.5587
C -3.4973 -2.7397 2.3912
C -0.6222 -0.2788 -3.5176
O -0.9728 0.6233 -2.6459
H 0.7371 3.2273 -4.9633
H 1.4097 1.9431 -3.9335
H -0.1478 2.6780 -3.5116
H 0.4312 -0.4105 -6.7554
H 0.2899 -2.8675 -6.3374
H -0.4676 -3.6581 -4.1147
H -1.5974 -3.2663 -2.0887
H -3.2585 0.6111 2.7491
H -4.4867 0.0732 4.8388
H -5.0672 -2.2756 5.3554
H -4.4399 -4.0718 3.7771
H -3.2226 -3.5161 1.6907
N 2.9558 -1.3138 4.8798
C 2.6014 -0.0517 4.0683
C 2.3591 -0.5014 2.6472
C 1.1929 -1.4902 2.5378
N 0.6604 -1.4111 1.1870
C 0.1025 -1.2114 3.5914
C 0.0626 0.2423 4.0671
N -0.1236 1.0849 2.9152
C 1.3994 0.6230 4.7296
H 3.7546 -1.7895 4.4591
H 2.1582 -1.9547 4.8621
H 3.1725 -1.0897 5.8506
H 3.4972 0.5639 4.1480
H 3.2726 -0.9237 2.2164
H 2.1262 0.3876 2.0572
H 1.5757 -2.5103 2.7388
H -0.0169 -2.1431 0.9961
H 1.3979 -1.4448 0.4892
H 0.2269 -1.8669 4.4674
H -0.8708 -1.4947 3.1868
H -0.7301 0.3225 4.8267
H -0.3083 2.0568 3.1129
H -0.7908 0.7093 2.2547
H 1.3913 0.4133 5.8063
H 1.5358 1.7006 4.6326
*
```

The calculation puts the HOMO-LUMO gap (spin up / spin down) at 0.17261 / 0.20362 Ha. Its HOMO energy (spin up / spin down) is -5.88 / -6.72 eV.

natural (NBO) atomic charge list, values in e, 6 entries:
1. V 1.27
2. C -0.32
3. C -0.43
4. C -0.45
5. C -0.27
6. C -0.35